No. 1
Entry from the OMol25 dataset: a structure of composition C51H78AsCsN6O at a distorted geometry (ωB97M-V/def2-TZVPD).

## Properties
E_tot (Eh): -4649.84008
HOMO level (eV): -1.21
2S+1: 1
Net charge: -2
Energy relative to the best compared isomer or geometry (same formula, charge and spin) (kcal/mol): 24.0

```
138
Properties=species:S:1:pos:R:3:lowdin_charge:R:1
Cs -0.168 -0.518 -1.374 1.01
N -0.384 -2.197 2.308 0.16
C 0.110 -3.476 2.286 -0.26
C -0.460 -4.524 2.975 -0.03
C 0.050 -5.834 2.856 -0.10
C 1.126 -6.115 2.062 -0.07
C 1.751 -5.059 1.355 -0.17
C 2.877 -5.238 0.518 -0.02
C 3.436 -4.170 -0.111 -0.06
C 2.880 -2.883 0.093 -0.13
N 1.839 -2.681 0.861 0.10
C 1.260 -3.744 1.474 -0.17
H -0.971 -1.940 3.081 0.10
H 0.260 -1.479 2.013 0.06
H -1.315 -4.327 3.611 0.11
H -0.430 -6.633 3.410 0.09
H 1.506 -7.126 1.963 0.10
H 3.279 -6.237 0.383 0.11
H 4.291 -4.284 -0.768 0.10
H 3.304 -2.007 -0.401 0.10
N 2.440 -0.207 2.721 0.12
C 1.969 -0.667 3.950 -0.33
C 2.419 -1.885 4.470 -0.06
C 1.966 -2.334 5.705 -0.12
C 1.067 -1.578 6.448 -0.13
C 0.617 -0.365 5.926 -0.10
C 1.053 0.091 4.691 -0.04
H 2.707 -0.920 2.062 0.05
H 1.897 0.526 2.295 0.05
H 3.118 -2.485 3.891 0.11
H 2.311 -3.293 6.078 0.09
H 0.714 -1.928 7.411 0.08
H -0.102 0.234 6.475 0.09
H 0.653 1.016 4.267 0.08
C 0.552 3.063 -3.700 -0.18
C -0.595 2.541 -4.577 -0.45
As -1.750 1.328 -3.511 1.14
C -2.995 2.674 -2.789 -0.42
C -3.685 3.614 -3.775 -0.17
C -2.828 0.692 -5.028 -0.43
C -4.114 0.005 -4.555 -0.18
H 1.185 3.776 -4.232 0.06
H 1.194 2.244 -3.361 0.05
H 0.171 3.567 -2.806 0.06
H -0.197 1.950 -5.405 0.05
H -1.163 3.361 -5.022 0.04
H -2.430 3.242 -2.047 0.05
H -3.738 2.103 -2.226 0.05
H -2.970 4.164 -4.390 0.05
H -4.287 4.353 -3.239 0.06
H -4.354 3.071 -4.450 0.05
H -2.195 -0.014 -5.569 0.05
H -3.034 1.524 -5.702 0.05
H -3.893 -0.715 -3.758 0.04
H -4.621 -0.511 -5.375 0.06
H -4.818 0.731 -4.137 0.06
C -3.585 0.358 0.248 -0.07
C -3.707 -0.702 -0.863 -0.66
C -3.978 -2.062 -0.199 -0.08
O -2.606 -0.718 -1.688 -0.74
H -4.528 0.482 0.793 0.07
H -3.311 1.326 -0.184 0.04
H -2.809 0.078 0.974 0.07
H -4.642 -0.456 -1.425 0.11
H -3.070 -2.405 0.314 0.07
H -4.260 -2.814 -0.944 0.05
H -4.792 -1.990 0.534 0.07
C -3.945 5.121 5.587 -0.08
C -3.289 3.796 5.275 -0.32
C -3.613 2.672 6.029 -0.08
C -3.002 1.444 5.704 -0.32
C -3.384 0.196 6.466 -0.07
C -2.083 1.372 4.687 -0.03
C -1.669 2.512 3.899 -0.31
C -2.358 3.729 4.240 -0.02
N -0.725 2.307 2.979 0.03
C -0.263 3.366 2.094 -0.65
C -1.345 3.806 1.095 -0.05
C 0.864 2.717 1.293 -0.09
C 0.345 4.604 2.803 -0.06
H -4.667 5.021 6.400 0.06
H -4.470 5.514 4.712 0.07
H -3.202 5.866 5.882 0.07
H -4.342 2.732 6.835 0.08
H -3.688 0.441 7.486 0.06
H -2.553 -0.511 6.514 0.06
H -4.224 -0.317 5.987 0.07
H -1.629 0.418 4.429 0.09
H -2.164 4.634 3.682 0.07
H -1.652 2.942 0.496 0.06
H -0.971 4.589 0.422 0.08
H -2.232 4.184 1.611 0.06
H 0.465 1.778 0.902 0.04
H 1.704 2.502 1.962 0.07
H 1.226 3.342 0.467 0.08
H -0.385 5.395 2.982 0.05
H 1.154 5.033 2.199 0.07
H 0.759 4.297 3.767 0.08
C -1.974 -3.635 -4.540 -0.09
C -2.366 -3.487 -3.062 -0.23
C -1.570 -4.377 -2.197 -0.23
N -0.950 -5.087 -1.533 0.15
H -2.464 -2.857 -5.132 0.07
H -2.268 -4.610 -4.931 0.07
H -0.897 -3.531 -4.664 0.05
H -3.417 -3.736 -2.917 0.11
H -2.261 -2.447 -2.709 0.06
C 6.955 1.300 -3.823 -0.08
C 5.775 1.076 -2.907 -0.32
C 5.783 1.625 -1.627 -0.08
C 4.673 1.413 -0.794 -0.30
C 4.638 2.025 0.591 -0.06
C 3.610 0.659 -1.248 -0.04
C 3.556 0.032 -2.549 -0.32
C 4.707 0.311 -3.364 -0.02
N 2.452 -0.680 -2.799 -0.07
C 2.198 -1.606 -3.882 -0.66
C 2.058 -3.009 -3.250 -0.06
C 3.205 -1.753 -5.041 -0.07
C 0.850 -1.213 -4.519 -0.11
H 7.612 2.080 -3.433 0.06
H 6.627 1.598 -4.823 0.07
H 7.549 0.387 -3.934 0.07
H 6.629 2.213 -1.280 0.09
H 5.630 2.372 0.889 0.06
H 4.286 1.311 1.339 0.05
H 3.960 2.883 0.621 0.07
H 2.756 0.495 -0.591 0.07
H 4.767 -0.057 -4.379 0.06
H 3.016 -3.288 -2.804 0.07
H 1.784 -3.767 -3.998 0.08
H 1.307 -3.009 -2.451 0.04
H 4.191 -2.048 -4.675 0.07
H 3.301 -0.824 -5.612 0.07
H 2.848 -2.532 -5.723 0.07
H 0.061 -1.181 -3.764 -0.05
H 0.564 -1.922 -5.307 0.07
H 0.937 -0.212 -4.954 0.08
```

=====

No. 2
Entry from the OMol25 dataset: the molecule C3H5I2N3 at a distorted geometry (ωB97M-V/def2-TZVPD).

## Properties
E_tot (Eh): -876.74274
HOMO level (spin up / spin down) (eV): -8.06 / -7.44
2S+1: 1
Net charge: 0
Energy relative to the best compared isomer or geometry (same formula, charge and spin) (kcal/mol): 29.3

```
13
Properties=species:S:1:pos:R:3:lowdin_charge:R:1
C 0.864 0.262 1.233 -0.37
C 0.674 1.095 0.078 -0.64
C -0.532 -0.798 -1.336 -0.66
N -0.171 -0.660 1.730 -0.01
N -1.177 -0.998 1.115 -0.04
N -1.317 -0.980 -0.234 -0.15
I 2.246 1.597 -1.246 0.78
I -1.406 0.167 -2.984 0.80
H 1.731 -0.255 1.173 0.06
H 1.032 0.879 2.186 0.15
H -0.197 1.587 -0.023 -0.01
H 0.514 -0.928 -1.109 0.01
H -2.263 -0.967 -0.583 0.08
```

=====

No. 3
Entry from the OMol25 dataset: a structure of composition H35O18 at a distorted geometry (ωB97M-V/def2-TZVPD).

## Properties
E_tot (Eh): -1375.33503
HOMO level (eV): -7.55
2S+1: 1
Net charge: -1
Energy relative to the best compared isomer or geometry (same formula, charge and spin) (kcal/mol): 25.9

```
53
Properties=species:S:1:pos:R:3:lowdin_charge:R:1
O 0.017 0.545 -0.835 -0.21
H -0.577 -0.126 -2.342 0.05
H 0.564 -0.581 -0.818 0.01
O -2.292 4.434 2.479 -0.07
H -3.042 3.953 2.080 -0.01
O -3.846 3.326 0.635 -0.09
H -4.389 3.348 -0.207 0.09
H -3.311 2.516 0.488 0.07
O 3.781 2.864 0.288 -0.09
H -4.806 -2.168 -0.297 0.02
H 2.848 2.485 0.234 0.03
O 3.216 -2.783 1.417 -0.06
H 3.403 -1.873 1.629 0.02
H 2.391 -2.956 1.956 0.04
O -2.688 -2.577 -3.270 -0.08
H -2.329 -3.415 -3.031 0.01
H -2.012 -1.854 -3.183 0.02
O -0.455 -0.507 -3.299 -0.11
H 3.814 0.052 -1.988 -0.04
H 0.489 -0.670 -3.201 0.03
O -2.535 2.173 -3.290 -0.08
H 0.829 -0.080 1.655 0.03
H 4.061 1.640 -2.076 0.00
O -0.521 -2.264 4.186 -0.06
H -1.280 -1.798 4.539 0.03
H -0.522 -2.024 3.263 -0.03
O 3.288 -1.703 -1.898 -0.17
H 2.413 -1.651 -1.314 -0.04
H 3.841 -2.042 -1.122 0.06
O 4.264 0.781 -2.417 -0.07
H -1.891 -1.026 1.097 0.07
H -3.066 1.984 -4.076 0.03
O -2.141 -0.529 0.273 -0.05
H -2.629 -1.156 -0.248 0.03
H 3.554 3.034 1.203 -0.01
O 1.633 1.024 0.901 -0.19
H -2.229 5.266 2.048 0.01
H 2.299 0.514 0.430 0.06
O 1.082 -1.643 -0.895 -0.17
H -2.136 1.268 -3.346 0.03
H 0.846 -1.960 -1.760 0.02
O -4.713 -3.112 -0.408 -0.04
H -0.789 0.323 -0.363 -0.03
H -4.837 -3.282 -1.327 0.01
O -0.026 -0.007 2.215 -0.10
H 0.784 1.140 0.191 0.08
H 0.039 0.338 3.094 0.04
O 1.929 3.064 2.520 -0.10
H 1.978 2.208 2.023 -0.01
H 0.977 3.237 2.542 0.04
O 0.424 -3.037 1.441 -0.10
H 0.494 -3.076 0.439 0.07
H 0.902 -2.267 1.797 0.00
```

=====

No. 4
Entry from the OMol25 dataset: a structure of composition C4H4LiMnO5 at a distorted geometry (ωB97M-V/def2-TZVPD).

## Properties
E_tot (Eh): -1689.20011
HOMO level (spin up / spin down) (eV): -12.23 / -12.22
⟨S²⟩: 8.75
2S+1: 6
Net charge: +1
Energy relative to the best compared isomer or geometry (same formula, charge and spin) (kcal/mol): 125.2

```
15
Properties=species:S:1:pos:R:3:lowdin_charge:R:1
O -0.807 1.519 -2.493 -0.03
C -1.475 1.496 -1.392 -0.74
C -0.465 -0.347 -2.764 -0.01
O -1.375 2.303 -0.469 0.01
O -2.114 0.341 -1.174 0.04
C -1.857 -0.643 -2.180 -0.12
H -0.043 -1.313 -3.071 0.09
H -0.352 0.021 -3.788 0.11
H -1.883 -1.611 -1.669 0.14
H -2.630 -0.600 -2.956 0.15
O 1.651 -1.464 -0.926 -0.10
C 0.909 -0.448 -1.121 -0.36
O 1.468 0.696 -0.805 -0.27
Li 0.639 2.421 -0.734 0.79
Mn 3.087 -0.254 -0.439 1.34
```

=====

No. 5
Entry from the OMol25 dataset: a cluster of 2 separate species, C3H8NO3 in total at a distorted geometry (ωB97M-V/def2-TZVPD).

## Properties
E_tot (Eh): -399.63297
HOMO level (eV): -3.76
2S+1: 1
Net charge: -1
Energy relative to the best compared isomer or geometry (same formula, charge and spin) (kcal/mol): 28.1

```
15
Properties=species:S:1:pos:R:3:lowdin_charge:R:1
O 1.882 1.030 1.667 -0.10
C 1.576 1.310 0.485 -0.68
O 2.358 1.729 -0.391 -0.10
C 0.147 0.648 -0.117 -0.36
C -0.635 0.215 1.086 -0.10
N 0.703 -0.368 -1.020 0.02
H -0.306 1.478 -0.647 0.11
H -1.100 -0.782 1.016 0.05
H -0.063 0.147 2.011 0.06
H -1.389 1.017 1.185 0.08
H 1.236 0.118 -1.726 0.06
H 1.318 -1.003 -0.531 0.08
H -2.257 -2.193 -0.450 0.01
H -1.376 -1.353 -1.192 -0.01
O -2.094 -1.994 -1.375 -0.10
```

=====

No. 6
Entry from the OMol25 dataset: a cluster of 2 separate species, C5H9FOS in total at a distorted geometry (ωB97M-V/def2-TZVPD).

## Properties
E_tot (Eh): -769.08254
HOMO level (eV): -9.18
2S+1: 1
Net charge: 0
Energy relative to the best compared isomer or geometry (same formula, charge and spin) (kcal/mol): 58.9

```
17
Properties=species:S:1:pos:R:3:lowdin_charge:R:1
C 0.189 -0.539 -1.431 -0.76
C -1.112 -1.136 -1.702 -0.12
C 1.533 0.787 0.268 -0.05
C -0.866 0.897 1.762 0.00
C 0.245 0.212 -0.164 -0.40
O -0.869 0.618 0.335 -0.03
F 0.494 -1.598 0.925 -0.38
S 1.552 -0.838 -2.257 0.85
H -1.867 -0.371 -2.061 0.12
H -0.928 -2.135 -2.301 0.13
H -1.490 -1.502 -0.730 0.09
H 1.728 1.080 1.364 0.13
H 2.229 0.058 0.093 0.02
H 1.611 1.636 -0.467 0.13
H -0.328 0.080 2.154 0.06
H -1.884 0.891 2.049 0.08
H -0.239 1.859 2.162 0.15
```